Entry from the OMol25 dataset: a cluster of 11 separate species, C36H101N7O11 in total (ωB97M-V with the def2-TZVPD basis set).

```
155
Properties=species:S:1:pos:R:3:forces:R:3
C -4.94930 0.22581 8.86886 -0.5 -0.1 -0.5
C -5.92284 -0.37097 7.81238 -0.4 2.0 0.1
O -5.85897 0.45054 6.58640 0.9 -0.8 1.0
H -5.28695 1.21522 9.17734 0.0 0.2 -0.3
H -3.92660 0.29957 8.49910 0.0 0.0 -0.1
H -4.92215 -0.31994 9.81200 -0.1 -0.5 -0.2
H -6.94027 -0.16994 8.14782 -0.1 -0.5 0.5
H -5.79151 -1.44432 7.67538 0.2 0.1 -0.4
H -6.69518 0.40048 6.11754 -0.1 -0.2 0.1
C -11.37860 6.99982 10.71541 0.8 -1.3 0.5
C -10.48124 7.11959 11.94544 -1.6 0.4 0.8
O -10.56068 8.46164 12.40596 1.4 0.8 -0.1
H -11.61641 5.94300 10.59418 0.0 -0.2 -0.3
H -10.72308 7.29794 9.89718 -0.7 0.3 -0.4
H -12.33371 7.51518 10.81679 0.3 0.3 -0.2
H -9.47242 6.78015 11.71060 0.1 0.7 0.1
H -10.78615 6.54989 12.82327 -0.3 -0.8 -0.3
H -11.41125 8.61592 12.82348 0.0 -0.2 -0.1
C -3.00298 1.38138 11.57206 0.0 0.1 -1.0
C -3.54102 1.33438 12.96265 -0.7 -0.6 0.5
O -4.93279 1.00270 13.00343 0.9 -1.1 1.3
H -2.01218 1.83442 11.60622 0.0 0.1 -0.4
H -3.69232 1.89512 10.90202 0.2 0.8 0.3
H -2.96557 0.44522 11.01500 0.4 -0.5 0.7
H -3.36619 2.26455 13.50332 0.0 0.6 -0.3
H -2.99040 0.61792 13.57224 -0.2 -0.4 -0.1
H -5.41785 1.75231 12.65070 -0.3 0.9 -0.9
C -10.34792 4.40648 7.74544 -0.3 0.0 -0.6
C -11.62623 5.07240 7.21615 0.8 0.9 -0.1
O -11.46410 5.35807 5.81403 -0.4 -0.7 0.2
H -10.19629 3.46691 7.21410 0.0 -0.1 0.0
H -10.30765 4.20628 8.81614 -0.3 0.1 0.1
H -9.50426 5.03927 7.46991 0.0 0.1 0.2
H -11.77499 6.04882 7.67722 0.0 -0.1 0.5
H -12.54085 4.50817 7.39838 0.2 -0.2 -0.4
H -10.99449 6.19167 5.73545 0.0 0.0 0.0
C -8.36641 4.23577 11.78272 -0.4 1.1 -0.9
C -7.56689 2.98846 11.83176 0.4 -1.6 -0.4
C -7.98563 1.84606 10.84711 1.6 1.3 1.3
O -9.27985 1.56737 11.14072 -2.2 -0.6 -0.4
C -9.91477 0.86629 10.07175 -0.3 -0.3 0.6
N -6.11353 3.18756 11.77608 -0.2 0.3 0.5
H -8.32792 4.72111 10.80749 0.0 0.0 -0.3
H -7.91166 4.96269 12.45570 -0.2 0.1 0.3
H -9.41880 4.07942 12.01968 0.1 0.0 0.2
H -7.74877 2.61548 12.83968 -0.1 -0.6 0.2
H -7.36488 0.98194 11.08391 0.4 -0.2 -0.2
H -7.86052 2.11767 9.79893 0.2 0.2 -0.1
H -10.09407 1.48791 9.19452 0.0 0.3 0.1
H -10.84980 0.48940 10.48622 -0.1 0.1 -0.3
H -9.32167 0.01076 9.74863 0.1 -0.2 0.0
H -5.97670 4.04598 12.29036 0.5 0.2 0.4
H -5.80285 3.43831 10.84833 -0.2 -0.1 -0.6
C -7.12398 3.96133 16.10151 -0.5 -0.3 0.1
C -5.83153 3.27984 15.59944 -1.4 0.9 1.9
C -4.68416 4.17637 15.46392 1.3 1.4 -1.0
O -4.98989 5.01219 14.34456 -0.3 -0.6 0.8
C -3.91653 5.74500 13.81718 0.5 0.7 -0.1
N -5.44672 2.09480 16.29827 -1.1 0.7 -2.6
H -7.50695 4.72966 15.42989 0.5 -0.1 -0.3
H -7.06866 4.44386 17.07732 0.6 -0.1 0.1
H -7.95199 3.25680 16.17979 0.1 -0.3 0.0
H -6.02895 2.95525 14.57779 -0.2 -0.8 -0.8
H -3.77388 3.59944 15.30069 0.3 -0.1 -0.4
H -4.51001 4.67950 16.41504 -0.1 0.7 0.0
H -4.25317 6.32791 12.95985 -0.3 -0.2 0.0
H -3.10654 5.10494 13.46742 0.1 -0.2 0.1
H -3.54367 6.47041 14.54026 0.2 -0.1 0.2
H -6.25618 1.49483 16.36842 -1.0 -1.4 1.1
H -4.77113 1.62151 15.71544 1.2 -0.5 0.4
C -6.35751 -1.78083 19.45877 -0.1 -0.6 0.7
C -6.16618 -0.86538 18.28058 -1.0 -0.9 -0.4
C -7.51160 -0.72451 17.54008 1.2 0.5 -0.8
O -7.28955 0.06210 16.31878 -0.6 -0.7 0.7
C -8.52573 0.28320 15.63311 0.2 0.6 -0.5
N -5.61949 0.32415 18.83318 -0.1 1.2 0.0
H -7.12915 -1.41895 20.13827 -0.1 0.3 0.0
H -5.42590 -1.75990 20.02425 -0.1 -0.4 0.0
H -6.67932 -2.79485 19.22150 0.4 0.0 -0.2
H -5.41273 -1.28063 17.61128 -0.2 -0.2 -0.3
H -8.28467 -0.21958 18.11932 0.1 0.0 0.3
H -7.85440 -1.72344 17.27044 -0.2 0.0 -0.2
H -8.28780 0.48029 14.58782 0.0 -0.1 0.0
H -9.01188 1.17324 16.03261 -0.2 0.0 0.2
H -9.22723 -0.55030 15.66865 0.2 -0.2 0.2
H -6.32456 0.71116 19.44408 0.0 0.4 0.5
H -5.45123 1.01665 18.11747 0.4 0.3 0.0
C -6.87495 7.98368 10.96675 0.4 0.8 -0.4
C -5.78546 9.05621 11.28474 0.0 -0.8 -0.9
C -6.01130 10.34273 10.44505 -0.4 -2.0 -0.9
O -5.87907 9.95949 9.03914 0.0 0.3 1.5
C -6.19336 11.00118 8.14196 -0.5 0.0 0.4
N -5.81592 9.39723 12.67663 -0.3 0.7 0.6
H -7.86222 8.33195 11.27024 0.0 0.2 0.1
H -6.70302 7.01592 11.43791 0.2 0.0 0.2
H -6.89950 7.81167 9.89068 0.0 0.0 0.0
H -4.80921 8.63189 11.05025 0.2 -0.1 -0.5
H -5.34623 11.18263 10.64591 0.1 -0.1 0.3
H -7.03615 10.55570 10.74906 -0.3 0.8 -0.6
H -5.76965 11.95226 8.46444 0.5 0.1 -0.2
H -7.26792 11.18402 8.13956 -0.3 -0.1 -0.2
H -5.85970 10.68136 7.15479 0.0 0.3 0.1
H -5.56345 8.61798 13.26750 0.0 -0.1 0.0
H -5.13851 10.13408 12.81176 0.1 0.1 0.5
C -3.78279 6.26505 10.10525 -0.1 0.1 0.4
C -3.54587 4.89029 9.48170 -0.8 0.5 -1.8
C -4.70394 4.54590 8.43353 1.6 -0.2 0.9
O -5.93360 4.25203 9.05473 -0.1 -0.5 0.5
C -6.97051 3.93157 8.13192 0.4 0.6 -0.3
N -2.25066 4.99306 8.73914 -0.4 0.4 0.7
H -3.96655 7.06086 9.38342 0.2 -0.2 -0.3
H -2.92504 6.56472 10.70737 0.2 0.0 0.0
H -4.64062 6.32036 10.77545 -0.2 -0.5 0.0
H -3.49422 4.12928 10.26036 -0.2 -0.2 0.1
H -4.33467 3.66801 7.90339 -0.1 -0.2 -0.4
H -4.82077 5.37900 7.74043 0.1 0.1 -0.1
H -7.00388 4.76219 7.42690 -0.6 0.2 0.0
H -7.89952 3.78028 8.68161 0.2 0.4 -0.1
H -6.80731 3.05332 7.50732 0.5 -0.4 0.3
H -1.93986 4.26279 8.11446 -0.7 -0.5 0.0
H -1.53223 5.04641 9.44703 0.2 0.3 0.0
C -8.23830 -6.00042 11.00142 0.4 -0.2 0.4
C -8.24272 -4.99785 12.13911 0.5 1.8 -0.3
C -9.08858 -3.71175 11.88764 0.1 -0.2 -1.3
O -8.65159 -2.93312 10.75059 -1.1 -0.4 -0.1
C -7.62793 -2.01522 11.02370 0.4 -0.9 1.1
N -8.73611 -5.56024 13.36061 0.0 -0.9 1.2
H -9.21684 -6.46045 10.86378 0.0 0.3 -0.4
H -7.55335 -6.80512 11.26864 -0.1 -0.2 0.3
H -7.74528 -5.60756 10.11222 -0.7 0.3 -0.2
H -7.20603 -4.70345 12.30251 0.4 0.3 -0.3
H -9.23958 -3.03131 12.72567 0.7 -0.1 0.5
H -10.10653 -4.05385 11.70096 -0.1 0.0 -0.5
H -7.46283 -1.29595 10.22152 -0.2 -0.3 -0.1
H -6.73336 -2.60464 11.22477 0.6 0.3 -0.2
H -7.83081 -1.50441 11.96497 -0.1 0.5 0.1
H -8.21645 -6.40777 13.53875 -0.3 -0.8 -0.4
H -8.35449 -5.04098 14.13832 -0.4 0.8 0.2
C -12.46984 1.23909 7.21560 1.6 -0.7 -0.3
C -12.74207 -0.04358 6.41416 0.5 1.8 0.5
C -12.13985 -1.29952 7.08332 -0.8 -0.3 -1.4
O -10.73466 -1.33865 7.00056 0.7 1.6 -0.5
C -10.08658 -2.40059 7.66452 -1.2 -0.1 0.2
N -14.16903 -0.02588 6.23811 -0.7 -1.6 0.6
H -11.39964 1.38109 7.06523 0.1 0.6 0.4
H -12.64794 1.08696 8.28014 -0.2 0.0 0.0
H -13.00879 2.11774 6.86119 0.0 -0.1 -0.1
H -12.35780 0.05355 5.39878 1.1 0.0 0.1
H -12.49917 -2.09129 6.42599 -0.3 -0.7 0.3
H -12.56019 -1.43792 8.07944 0.2 0.0 0.3
H -10.45658 -3.33905 7.25160 -0.2 -0.4 0.3
H -10.33942 -2.26182 8.71566 0.3 -0.7 0.3
H -9.00610 -2.44560 7.52790 -0.1 0.8 -0.2
H -14.37362 -0.74180 5.55569 -0.7 0.2 -0.2
H -14.41218 0.89315 5.89701 -0.3 -0.2 -0.2
```
Forces are in eV/Å.

Computed properties:
- HOMO-LUMO gap (spin up / spin down) (eV) = 8.50 / 2.74
- energy relative to the best compared isomer or geometry (same formula, charge and spin) (kJ/mol) = 0.0
- HOMO (spin up / spin down) (eV) = -10.52 / -10.52
- spin multiplicity = 2
- total charge = +1